188
Properties=species:S:1:pos:R:3 method="wB97M-V/def2-TZVPD" smiles=COC[C@H](C)N.COC[C@H](C)N.COC[C@H](C)N.COC[C@H](C)N.CCOCC.CCOCC.CCOCC.CCOCC.CCOCC.CCOCC.CCOCC.CCOCC total_energy_ha=-3024.8618 homo_ha=-0.3326 homo_lumo_gap_ha=0.3549 e_lumo_ev=0.61 e_above_lowest_kj_mol=61.9
C 6.17439 -4.02466 1.48196
C 6.08594 -2.62397 0.95471
C 4.66866 -2.36027 0.39761
O 4.65868 -0.99570 0.09509
C 3.48930 -0.51635 -0.50550
N 6.27962 -1.61803 1.97894
H 6.10335 -4.68626 0.63034
H 5.40760 -4.21399 2.22518
H 7.12074 -4.11664 1.99335
H 6.83238 -2.48180 0.16076
H 3.89995 -2.55842 1.16031
H 4.52477 -2.91124 -0.53688
H 3.35821 -0.96584 -1.51716
H 3.46054 0.57353 -0.45180
H 2.60442 -0.92139 0.01761
H 6.31663 -0.68728 1.57942
H 7.20882 -1.75564 2.32748
C -0.07304 -3.44830 -1.06712
C 0.82179 -3.82524 -2.21825
C 0.75130 -2.70042 -3.33411
O -0.57899 -2.43840 -3.66274
C -0.66206 -1.49716 -4.69432
N 2.14699 -4.05785 -1.76384
H 0.16416 -2.42867 -0.77602
H 0.02426 -4.12069 -0.20281
H -1.11130 -3.46504 -1.42492
H 0.46968 -4.73959 -2.65542
H 1.36003 -3.02288 -4.20426
H 1.25353 -1.83371 -2.92722
H -0.30280 -0.54742 -4.27069
H -1.67845 -1.32938 -4.98283
H -0.07475 -1.71982 -5.55794
H 2.85761 -4.24800 -2.45714
H 2.55518 -3.34219 -1.19820
C 2.54016 0.67922 -5.21659
C 1.33464 1.16133 -6.00955
C 1.27864 2.69994 -5.88675
O 0.77520 3.02329 -4.58438
C 0.70409 4.35149 -4.27433
N 1.47209 0.65976 -7.42816
H 3.49240 1.04715 -5.57011
H 2.61953 -0.42434 -5.12959
H 2.36253 0.96668 -4.20223
H 0.38726 0.75421 -5.60021
H 0.64383 3.09784 -6.65517
H 2.26797 3.15864 -6.06382
H 0.41708 4.45592 -3.25091
H 0.02177 4.80503 -5.04887
H 1.65573 4.91927 -4.38319
H 0.93694 1.22225 -8.03771
H 2.46891 0.68411 -7.68185
C 3.69100 -0.98615 4.07429
C 4.48845 -0.04337 5.03992
C 5.07859 -0.82033 6.20791
O 3.92193 -1.45170 6.78329
C 4.18276 -2.25699 7.88602
N 5.54495 0.68961 4.33563
H 3.39833 -0.58407 3.09961
H 2.78733 -1.43730 4.56968
H 4.35483 -1.84656 3.91001
H 3.76257 0.67512 5.46675
H 5.55147 -0.17249 6.93509
H 5.77553 -1.54140 5.75638
H 3.21973 -2.60177 8.29342
H 4.70537 -1.67652 8.68934
H 4.83003 -3.09796 7.63873
H 6.02493 0.14310 3.63342
H 5.13003 1.44018 3.80075
C -3.07469 3.31283 -5.03611
C -2.17709 2.52892 -5.90689
O -2.95524 1.58511 -6.63300
C -2.17626 0.91791 -7.59025
C -3.09612 0.12455 -8.44259
H -3.75918 2.74352 -4.40495
H -2.45887 3.88446 -4.35750
H -3.62535 4.05561 -5.62617
H -1.78568 3.22065 -6.65294
H -1.35593 2.08918 -5.33676
H -1.61255 1.70489 -8.12056
H -1.42179 0.27015 -7.06906
H -3.92641 0.76812 -8.71544
H -3.60099 -0.68819 -7.93153
H -2.69237 -0.23459 -9.38421
C 0.48276 -2.57360 8.90725
C 0.39160 -2.56093 7.38569
O -0.08911 -1.28117 6.99685
C -0.29020 -1.24246 5.60052
C -0.25557 0.16373 5.12882
H -0.53970 -2.21920 9.16274
H 0.72087 -3.54216 9.38742
H 1.18208 -1.73747 9.24290
H 1.38743 -2.64051 6.89653
H -0.19785 -3.43568 7.06261
H 0.38970 -1.91787 5.05356
H -1.25471 -1.64113 5.36643
H 0.76948 0.40370 4.89812
H -0.70870 0.86482 5.80922
H -0.71025 0.26839 4.12448
C -2.24195 2.28380 2.96094
C -2.99855 3.57826 2.73646
O -4.10655 3.33390 1.84909
C -5.05377 4.34497 2.00154
C -6.23548 4.08405 1.19505
H -2.02624 1.84410 1.97718
H -1.37185 2.43326 3.57277
H -2.90510 1.48701 3.34394
H -3.40084 4.01058 3.68034
H -2.33687 4.39745 2.35612
H -5.25207 4.44921 3.09593
H -4.60893 5.27184 1.63098
H -6.66894 3.08843 1.47586
H -6.11117 4.10659 0.11882
H -6.99087 4.83656 1.38697
C -4.12775 -1.92075 -2.85923
C -5.32669 -1.99801 -3.73032
O -5.95366 -0.76015 -3.97733
C -5.25663 -0.04470 -5.04842
C -6.12339 1.15514 -5.37423
H -3.49487 -1.14423 -3.32066
H -4.32250 -1.68964 -1.81780
H -3.62579 -2.90428 -2.91419
H -5.15238 -2.42127 -4.71317
H -6.05434 -2.61814 -3.24506
H -4.21354 0.23810 -4.84274
H -5.21112 -0.68165 -5.90729
H -7.16508 0.83807 -5.62435
H -5.69859 1.60716 -6.27887
H -6.11554 1.91097 -4.58174
C 2.58086 -4.53026 4.78201
C 2.91401 -4.64626 3.34322
O 1.91557 -5.41550 2.72512
C 2.14104 -5.63758 1.34368
C 1.21527 -6.68081 0.83020
H 1.62618 -4.06605 4.91392
H 2.36902 -5.54414 5.15622
H 3.32702 -3.98356 5.32824
H 2.99977 -3.63878 2.88308
H 3.82002 -5.19896 3.16343
H 1.95657 -4.66565 0.83098
H 3.17982 -5.84297 1.09955
H 1.32076 -7.59567 1.46120
H 1.50797 -6.92995 -0.14605
H 0.11100 -6.52258 0.79293
C -4.40207 1.40242 -1.10671
C -5.75703 1.94318 -1.55585
O -5.53924 3.22894 -2.15140
C -6.69837 3.89270 -2.48952
C -6.37873 5.26639 -3.06712
H -4.57059 0.37582 -0.74718
H -3.66541 1.42634 -1.91888
H -4.02691 2.04980 -0.33162
H -6.20325 1.18366 -2.24975
H -6.47691 2.09225 -0.73003
H -7.26205 3.34893 -3.18410
H -7.30911 3.98425 -1.58204
H -5.56945 5.22642 -3.77572
H -6.16074 6.03518 -2.31704
H -7.27294 5.61871 -3.56784
C 2.07476 2.31210 1.89643
C 2.49343 2.57202 3.34864
O 2.82501 3.93599 3.42546
C 3.39536 4.31020 4.62406
C 3.66804 5.77612 4.71505
H 2.75863 2.75233 1.22831
H 2.00299 1.25256 1.68290
H 1.08328 2.74129 1.74357
H 1.60106 2.45339 4.03361
H 3.32214 1.89556 3.60772
H 2.77932 3.93701 5.48859
H 4.38955 3.87332 4.73772
H 2.75725 6.39479 4.52118
H 4.46642 6.00655 3.94320
H 3.98350 5.94954 5.73586
C -0.11247 -1.82502 2.10727
C -0.91721 -1.01605 1.10509
O -0.13451 -0.28910 0.17804
C -1.01287 0.36838 -0.72799
C -0.19313 1.22984 -1.70304
H 0.58004 -1.19472 2.68736
H -0.87031 -2.30612 2.73023
H 0.48473 -2.58134 1.55567
H -1.57350 -1.69294 0.58363
H -1.57378 -0.35437 1.65265
H -1.57912 -0.40297 -1.30840
H -1.76814 0.98543 -0.23695
H 0.24094 2.02512 -1.11803
H -0.78476 1.74499 -2.47133
H 0.56922 0.59717 -2.15159